# 1
The following is a DFT calculation (ωB97M-V/def2-TZVPD) of 2 unconnected molecules or ions with the total composition C5H17F2N2O8P3.

## Properties
- HOMO (Eh) = -0.2667
- E_tot (eV) = -58117.79302

XYZ file:
```
37
Properties=species:S:1:pos:R:3:forces:R:3:nbo_charge:R:1
O -2.851662 1.880347 1.420972 0.10 -0.11 -0.13 -0.561
C -1.856251 2.493125 1.212756 -0.74 -0.41 -0.28 0.977
F -1.946968 3.814916 0.942189 -0.01 0.47 -0.03 -0.350
N -0.559346 2.071068 1.092080 0.10 1.24 0.90 -0.825
C 0.228709 2.982222 1.849485 -0.92 0.37 1.66 0.986
O -0.020730 3.360659 2.967004 0.54 -0.38 -1.68 -0.543
F 1.299329 3.421318 1.207585 0.40 -0.18 -0.31 -0.319
P -0.152351 0.320324 1.660992 2.84 -1.72 0.54 0.917
C 1.324973 0.292809 0.413314 -0.02 0.32 0.69 -0.738
C 2.668161 0.389352 1.097630 0.32 0.15 -0.49 -0.073
O 3.723633 0.283766 0.128519 0.17 -0.40 0.27 -0.728
C 0.216147 -1.480863 2.236015 -0.53 0.25 0.37 -0.388
O 0.521227 -1.402675 3.615605 0.39 0.13 0.15 -0.292
O 0.310095 -2.691819 4.215666 -0.47 0.07 -0.01 -0.461
P -1.554865 -0.595272 -0.008509 -1.22 0.56 0.03 -0.258
P -1.215568 0.207591 -1.965361 -0.77 -2.05 -0.04 2.032
O -2.340011 -0.186634 -2.878269 0.01 -0.41 -1.02 -1.211
O 0.115663 -0.442221 -2.677422 0.24 0.41 0.41 -0.993
O -1.093428 1.786500 -1.998548 0.67 0.07 0.31 -0.980
H -1.239234 0.320594 2.578360 -0.28 0.27 -0.45 -0.045
H 0.776564 0.801496 2.653910 -0.40 0.28 0.09 -0.114
H 1.270992 1.140189 -0.261715 -0.32 0.19 -0.34 0.206
H 1.346280 -0.621083 -0.157868 -0.31 -0.38 -0.27 0.209
H 2.802020 1.330699 1.613038 -0.15 0.25 0.37 0.167
H 2.827450 -0.419956 1.793724 0.00 -0.24 0.34 0.175
H 3.429379 0.770059 -0.637488 -0.02 0.25 -0.37 0.455
H 1.009495 -1.981592 1.688501 0.24 -0.15 -0.22 0.159
H -0.702930 -2.053662 2.177866 -0.29 -0.25 -0.30 0.180
H 1.162914 -3.124054 4.118506 0.38 0.01 -0.07 0.448
H -1.181605 -1.945424 -0.184544 0.46 0.15 -0.46 0.010
H 0.024516 -0.233897 -3.610998 0.26 0.36 -0.27 0.464
H -1.933252 2.107438 -2.337691 -0.29 0.35 -0.13 0.522
N -1.280736 -2.522777 -4.797976 -0.09 0.12 -0.01 -0.875
H -1.678206 -1.663581 -4.372946 -0.28 0.37 0.59 0.499
H -1.834063 -2.792640 -5.610411 -0.03 -0.01 0.01 0.444
H -0.317681 -2.346905 -5.081923 0.04 -0.03 0.05 0.445
H -1.298660 -3.269417 -4.102047 -0.01 0.07 0.10 0.458
```
Positions in Å, forces in eV/Å.



# 2
The following is a DFT calculation (ωB97M-V/def2-TZVPD) of 2 unconnected molecules or ions with the total composition C5H17N2.

## Properties
- energy relative to the best compared isomer or geometry (same formula, charge and spin) (kcal/mol) = 41.4
- HOMO (Eh) = -0.4763
- net charge = +1
- E_tot (eV) = -8433.58082

XYZ file:
```
24
Properties=species:S:1:pos:R:3:forces:R:3:nbo_charge:R:1
C -1.638433 -1.868624 -1.287693 0.01 -0.62 1.13 -0.622
C -1.995549 -0.883385 -0.146923 1.34 0.28 -0.56 -0.222
N -1.179887 -1.158760 1.055205 0.64 0.49 -1.20 -0.598
C -1.120174 -0.046000 1.997572 -1.61 -0.86 1.01 -0.444
H -2.270259 -1.726697 -2.149780 -0.21 0.12 -0.25 0.241
H -1.776695 -2.917808 -0.926953 0.16 0.82 -0.30 0.248
H -0.586914 -1.788775 -1.628848 -0.28 -0.03 0.14 0.162
H -3.026291 -0.984962 0.120712 -0.69 0.11 0.03 0.226
H -1.831502 0.180421 -0.538003 -0.43 -0.84 0.49 0.117
H -0.252510 -1.417224 0.716981 -0.08 -0.17 0.44 0.322
H -0.388264 -0.220117 2.795240 0.07 0.11 -0.45 0.228
H -1.052813 0.959183 1.561433 0.28 0.15 -0.13 0.140
H -2.106953 -0.066308 2.528245 0.74 0.34 -0.35 0.231
C 2.590592 1.931303 0.081099 0.59 -2.13 -2.91 -0.603
C 2.137968 0.508532 -0.423973 -0.14 1.78 0.87 -0.209
N 0.699421 0.672733 -0.810596 0.24 -0.12 0.75 -0.681
H 3.615418 1.941718 0.414498 0.31 0.04 -0.19 0.261
H 2.389626 2.633552 -0.751709 0.46 -0.15 0.55 0.216
H 1.988194 2.135407 0.866820 -1.82 1.12 2.67 0.208
H 2.662005 0.251358 -1.282923 0.95 -0.63 -1.55 0.222
H 2.170278 -0.315766 0.277276 0.15 0.12 0.35 0.226
H 0.212024 0.904896 0.031801 -0.63 0.44 1.02 0.437
H 0.227330 -0.182685 -1.073944 -0.06 -0.35 -0.88 0.453
H 0.533387 1.458006 -1.425536 0.01 -0.04 -0.69 0.442
```
Positions in Å, forces in eV/Å.



# 3
The following is a DFT calculation (ωB97M-V/def2-TZVPD) of 2 unconnected molecules or ions with the total composition C5H17N2O.

## Properties
- energy relative to the best compared isomer or geometry (same formula, charge and spin) (kcal/mol) = 29.1
- HOMO (spin up / spin down) (Eh) = -0.1052 / -0.3641
- multiplicity = 2
- <S²> = 0.751
- E_tot (eV) = -10485.03355

XYZ file:
```
25
Properties=species:S:1:pos:R:3:forces:R:3:nbo_charge:R:1
N 1.065093 -1.106209 0.570789 0.01 0.17 -0.80 -0.844
C 0.349057 0.189102 0.282030 -0.45 0.18 0.90 -0.207
C -0.495659 0.189439 -0.982290 0.48 0.49 -1.30 -0.265
C -1.729330 -0.690568 -1.005368 -0.87 -0.31 1.53 -0.624
C -0.735466 1.664727 -1.392166 0.93 0.25 0.56 -0.604
C -0.456019 0.503397 1.582165 0.19 0.56 -0.44 -0.285
N -1.142351 -0.609510 2.230581 0.45 -0.43 -0.22 -0.882
H 2.020894 -1.030788 0.121228 -0.13 -0.15 0.01 0.421
H 0.566315 -1.902622 0.172351 -0.02 -0.10 0.11 0.413
H 1.153368 -1.244836 1.582129 0.14 -0.09 0.03 0.379
H 1.220920 0.918029 0.181719 -1.15 -0.46 0.07 0.183
H 0.127306 -0.117218 -1.816950 0.45 -0.61 0.04 0.217
H -1.634761 -1.565499 -0.351806 0.29 -0.02 -0.02 0.208
H -2.050140 -1.117573 -1.958178 0.22 0.61 -0.17 0.227
H -2.561862 -0.146883 -0.524823 0.02 -0.13 -0.45 0.203
H -0.920058 2.355500 -0.561103 -0.06 -0.29 0.10 0.201
H -1.555548 1.808257 -2.079535 -0.07 -0.21 -0.42 0.219
H 0.232400 1.990941 -1.832325 -0.75 0.15 0.01 0.213
H -1.120024 1.367524 1.423920 0.28 -0.25 -0.04 0.199
H 0.351801 0.807808 2.231278 0.06 0.40 0.66 0.190
H -0.811008 -0.734187 3.176166 -0.10 0.03 0.05 0.369
H -2.150807 -0.602501 2.239938 0.04 0.26 -0.25 0.376
H 3.101870 0.473922 -1.172858 0.86 -0.09 0.16 0.412
H 4.028201 -0.897114 -1.002642 0.16 0.78 0.01 0.454
O 3.145809 -0.503135 -1.114248 -0.99 -0.74 -0.12 -1.172
```
Positions in Å, forces in eV/Å.